DFT (the ωB97M-V functional and the def2-TZVPD basis) results for the molecule C4H10N2S.

Output
ΔE to the lowest compared entry with this formula, charge and spin ... 178.84 kJ/mol
Total energy ... -18123.7311 eV
Net charge ... 0
HOMO-LUMO gap ... 9.55 eV
Maximum force ... 2.25 eV/Å
Structure (SMILES) ... CN/N=C\CCS

```
17
Properties=species:S:1:pos:R:3:forces:R:3:nbo_charge:R:1
C -1.69345 -1.39197 0.50762 0.5 -0.9 -1.2 -0.4159
N -1.22837 -0.63364 -0.64528 0.2 -0.1 -0.7 -0.4999
N -1.52186 0.73628 -0.51254 1.0 1.5 1.0 -0.2662
C -0.63203 1.43609 0.11013 -0.7 -1.0 -0.4 0.1032
C 0.72591 1.00229 0.64615 -1.0 -0.5 0.6 -0.5018
C 1.61709 0.59382 -0.49112 1.2 0.6 -1.8 -0.5155
S 2.97395 -0.51660 0.02550 0.4 -0.5 -0.4 -0.0716
H -1.54537 -2.44590 0.24503 -0.1 0.1 0.2 0.2047
H -1.07941 -1.17987 1.34515 0.4 0.2 0.9 0.1900
H -2.72272 -1.21444 0.71632 -0.9 0.2 0.4 0.1808
H -1.79795 -0.88671 -1.44329 0.0 -0.3 0.1 0.3549
H -0.91788 2.45994 0.26180 -0.1 0.5 -0.1 0.1842
H 0.58034 0.15242 1.35543 0.3 0.6 -0.5 0.2328
H 1.15103 1.82931 1.19676 0.1 0.2 0.3 0.2203
H 1.04674 -0.02110 -1.15800 -0.4 -0.1 -0.4 0.2460
H 2.02078 1.48401 -1.11493 -0.6 -1.3 1.3 0.2155
H 3.02322 -1.40394 -1.04472 -0.3 1.0 0.8 0.1384
```
Forces are in eV/Å.